# 1
Here is a gas-phase ion, C8H10BrN4O (charge +1) at a distorted geometry from the Open Molecules 2025 dataset. Energies are from ωB97M-V with the def2-TZVPD basis set.

* orbital gap: 9.524 eV
* E_LUMO: -3.29 eV
* ΔE to the lowest compared entry with this formula, charge and spin: 3.5272 eV
* highest occupied orbital energy: -0.4710 hartree

Geometry as ORCA input:
```
! RIJCOSX wB97M-V def2-TZVPD def2/J DEFGRID3
* xyz 1 1
H -0.21087 -2.50332 -2.44797
N -0.24952 -1.71552 -1.75716
C -1.33557 -1.83760 -1.19327
C -1.78954 -0.90456 -0.06005
C -1.79187 -1.74870 1.27524
O -0.80292 -1.88013 1.91382
C -1.08191 0.38722 -0.01290
N -1.45998 1.52048 -0.22001
C -0.80875 2.78499 -0.29932
N 0.67712 0.09845 0.36140
C 1.36616 0.39285 1.44205
C 2.73759 0.36315 1.08058
Br 4.22989 0.81238 2.16285
C 2.75342 0.13166 -0.29554
N 1.46898 0.06379 -0.69605
H -1.95591 -2.63728 -1.50645
H -2.84447 -0.61428 -0.33757
H -2.82924 -2.02840 1.62583
H 0.33038 2.59789 -0.27176
H -1.24566 3.46976 0.56286
H -0.88781 3.25179 -1.19071
H 0.93819 0.23524 2.33891
H 3.71511 0.04035 -0.85487
H 1.07720 -0.28023 -1.61988
*
```

---

# 2
Here is C8H10BrNO2 in the gas phase at a distorted geometry from the Open Molecules 2025 dataset. Energies are from ωB97M-V with the def2-TZVPD basis set.

* orbital gap: 9.052 eV
* E_LUMO: -0.25 eV
* ΔE to the lowest compared entry with this formula, charge and spin: 2.0751 eV
* highest occupied orbital energy: -0.3420 hartree

Geometry as ORCA input:
```
! RIJCOSX wB97M-V def2-TZVPD def2/J DEFGRID3
* xyz 0 1
C -2.31095 0.11989 -0.94804
C -1.35675 -0.28315 0.21882
C -1.33166 0.62538 1.53608
O -1.72077 -1.58933 0.70316
C 0.08282 -0.35216 -0.29119
C 0.70115 0.96461 -0.72402
C 2.02544 1.13372 -0.65280
C 2.83824 0.08734 -0.02591
Br 4.67296 0.54794 0.37023
C 2.36943 -1.09394 0.36419
N 1.01822 -1.39748 0.20999
O 0.42475 -1.38289 -1.15752
H -3.20612 0.15616 -0.40237
H -2.36737 -0.74425 -1.60070
H -2.21604 0.95948 -1.54573
H -2.33062 0.84612 1.82139
H -0.77669 0.23798 2.44837
H -1.02629 1.52446 1.05916
H -1.16619 -2.11664 0.08212
H 0.15826 1.71430 -1.30331
H 2.62045 1.88227 -1.02103
H 2.89773 -1.83979 0.85912
*
```

---

# 3
Here is 6 unconnected molecules or ions with the total composition C8H10Cl12N2 at a distorted geometry from the Open Molecules 2025 dataset. Energies are from ωB97M-V with the def2-TZVPD basis set.

* orbital gap: 11.131 eV
* E_LUMO: 0.09 eV
* ΔE to the lowest compared entry with this formula, charge and spin: 1.1558 eV
* highest occupied orbital energy: -0.4057 hartree

Geometry as ORCA input:
```
! RIJCOSX wB97M-V def2-TZVPD def2/J DEFGRID3
* xyz 0 1
Cl -20.00031 -4.33626 -8.63261
C -18.62375 -3.95225 -7.53278
Cl -18.34010 -5.23604 -6.33487
Cl -18.87691 -2.34293 -6.83102
H -17.76916 -3.83754 -8.19957
Cl -11.78435 -2.38106 -9.90735
C -12.05724 -4.17240 -10.06016
Cl -13.26388 -4.46843 -11.40125
Cl -12.71523 -4.85343 -8.55987
H -11.06480 -4.60277 -10.19415
Cl -11.61417 4.72225 -9.64124
C -11.21187 4.04946 -8.06726
Cl -12.61561 3.22712 -7.20972
Cl -10.51426 5.28734 -7.07180
H -10.53055 3.21284 -8.22204
Cl -5.82694 -2.04831 -10.00420
C -5.09995 -0.48858 -10.35003
Cl -3.30767 -0.54218 -10.41407
Cl -5.47883 0.67972 -9.16026
H -5.57429 -0.14136 -11.26793
C -13.25173 -9.70930 -5.33873
C -11.80433 -9.38789 -5.38944
N -10.68727 -9.14534 -5.42900
H -13.43306 -10.42639 -6.13936
H -13.76861 -8.76255 -5.49553
H -13.47077 -10.11578 -4.35136
C -15.04373 -0.27056 -14.31381
C -13.62219 0.16813 -14.24914
N -12.46541 0.41080 -14.23034
H -15.83633 0.43069 -14.57480
H -15.33990 -0.58980 -13.31457
H -15.17982 -1.09515 -15.01356
*
```

---

# 4
Here is a molecular structure, C8H10ClCrN at a distorted geometry from the Open Molecules 2025 dataset. Energies are from ωB97M-V with the def2-TZVPD basis set.

* orbital gap (spin up / spin down): 5.470 / 6.351 eV
* E_LUMO (spin up / spin down): 3.56 / 3.48 eV
* ΔE to the lowest compared entry with this formula, charge and spin: 0.3328 eV
* highest occupied orbital energy (spin up / spin down): -0.0703 / -0.1054 hartree
* <S²>: 3.7896

Geometry as ORCA input:
```
! RIJCOSX wB97M-V def2-TZVPD def2/J DEFGRID3
* xyz -1 4
C -0.42111 0.89528 -1.38974
C -0.18013 1.62144 -0.18601
C -1.35885 1.52474 0.62626
C -2.30479 0.69907 -0.05338
C -1.72900 0.31567 -1.30145
Cr -0.43824 -0.45610 0.29789
C 1.34616 -0.38050 1.73259
C 1.76481 -0.47364 0.44471
C 2.66098 -0.68080 -0.51438
N -0.25188 -1.70782 -0.74917
H -1.49498 2.00424 1.59519
H 0.72675 2.17540 0.06282
H -3.28903 0.42184 0.31658
H -2.21686 -0.29233 -2.05791
H 0.28456 0.80035 -2.21160
H 1.32833 0.58674 2.26236
H -0.18762 -2.57957 -1.28039
H 1.22656 -1.27187 2.36624
H 3.73768 -0.60659 -0.31778
H 2.35794 -0.96044 -1.52881
Cl -1.56129 -1.63509 1.88596
*
```

---

# 5
Here is C8H10ClN in the gas phase at a distorted geometry from the Open Molecules 2025 dataset. Energies are from ωB97M-V with the def2-TZVPD basis set.

* orbital gap: 9.965 eV
* E_LUMO: 0.88 eV
* ΔE to the lowest compared entry with this formula, charge and spin: 4.8524 eV
* highest occupied orbital energy: -0.3337 hartree

Geometry as ORCA input:
```
! RIJCOSX wB97M-V def2-TZVPD def2/J DEFGRID3
* xyz 0 1
C -3.46371 -1.36665 1.62839
C -3.27712 -0.98582 0.48841
C -2.94282 -0.18752 -0.65128
Cl -3.47526 1.44238 -0.36078
N -1.41308 -0.29135 -0.76465
C -0.62216 0.60070 -0.33625
C 0.83238 0.28499 -0.30088
C 1.33846 -0.61051 -1.34986
C 1.60605 0.86972 0.63494
C 3.13395 0.54579 0.79386
H -3.63229 -1.87430 2.59531
H -3.12362 -0.64913 -1.63413
H -0.95677 1.58430 -0.07845
H 1.13098 -1.60515 -0.90676
H 2.41362 -0.47029 -1.45906
H 0.88183 -0.46066 -2.35618
H 1.27568 1.50153 1.44654
H 3.36845 -0.38618 0.40979
H 3.18416 0.56100 1.82031
H 3.74130 1.49717 0.38071
*
```

---

# 6
Here is a molecular structure, C8H10ClNO2Sn at a distorted geometry from the Open Molecules 2025 dataset. Energies are from ωB97M-V with the def2-TZVPD basis set.

* orbital gap: 7.029 eV
* E_LUMO: -10.06 eV
* ΔE to the lowest compared entry with this formula, charge and spin: 0.0000 eV
* highest occupied orbital energy: -0.6281 hartree

Geometry as ORCA input:
```
! RIJCOSX wB97M-V def2-TZVPD def2/J DEFGRID3
* xyz 2 1
Cl -2.76070 -0.97473 -0.04969
C 0.86252 -0.86428 -1.70261
C 1.71584 0.00629 -0.92049
C 0.99021 1.23834 -0.62985
H 2.75845 -0.20851 -0.63770
C -0.31183 1.14359 -1.27008
C -0.41269 -0.17669 -1.91624
H -1.32968 -0.56942 -2.39255
H 1.09756 -1.87090 -2.08048
H 1.34117 2.12272 -0.06167
C -1.44440 2.13315 -1.16424
Sn -0.32630 -0.54595 0.30350
C -1.25203 0.40574 2.20515
O -1.79970 0.84468 3.11030
C -0.52599 -2.71478 1.11892
O -0.82531 -3.73685 1.47992
H -1.41663 2.69384 -0.21127
H -2.42770 1.63541 -1.25612
H -1.31670 2.84647 -1.99499
N 1.66610 -0.82508 1.88447
H 2.27850 -1.55615 1.43022
H 1.29459 -1.14464 2.81669
H 2.14472 0.11774 1.93879
*
```

---

# 7
Here is 2 unconnected molecules or ions with the total composition C8H10F2IN5O at a distorted geometry from the Open Molecules 2025 dataset. Energies are from ωB97M-V with the def2-TZVPD basis set.

* orbital gap: 4.451 eV
* E_LUMO: -2.27 eV
* highest occupied orbital energy: -0.2470 hartree

Geometry as ORCA input:
```
! RIJCOSX wB97M-V def2-TZVPD def2/J DEFGRID3
* xyz 0 1
C 1.70366 -2.85199 -1.53593
C 2.68893 -1.82240 -1.54815
N 2.60851 -0.54033 -0.88614
F 3.78782 -0.04602 -0.42198
C 1.51163 0.19394 -0.68951
N 0.19483 -0.17439 -1.06780
C -0.63082 0.86371 -0.66992
C -2.19111 0.80855 -0.88413
C -2.91348 0.57773 0.52441
C -2.76076 -0.91826 1.04713
I -3.77983 -2.37236 -0.19248
N 0.09886 1.90581 -0.07647
N 1.36925 1.43899 -0.09686
N 2.35746 2.27349 0.42614
C 2.51165 2.07512 1.69816
O 2.41035 1.83016 2.81612
H 0.86198 -2.78623 -2.29401
H 1.68120 -3.73181 -0.83855
H 3.66114 -2.02790 -2.09235
H -2.40230 -0.05117 -1.57435
H -2.46520 1.81033 -1.33807
H -4.00227 0.87964 0.42397
H -2.43553 1.22137 1.33178
H -1.67859 -1.19998 1.23317
H -3.24162 -0.93679 2.07396
H -0.22972 2.80319 0.29543
F 1.35351 0.87090 4.39353
*
```

---

# 8
Here is a molecular structure, C8H10HgO5 at a distorted geometry from the Open Molecules 2025 dataset. Energies are from ωB97M-V with the def2-TZVPD basis set.

* orbital gap: 8.834 eV
* E_LUMO: -9.99 eV
* ΔE to the lowest compared entry with this formula, charge and spin: 4.8860 eV
* highest occupied orbital energy: -0.6916 hartree

Geometry as ORCA input:
```
! RIJCOSX wB97M-V def2-TZVPD def2/J DEFGRID3
* xyz 2 1
Hg 0.00000 0.00000 0.00000
O 0.03040 3.74060 -1.99300
C 0.01860 2.72950 -1.44180
C 1.55670 -0.80810 0.43950
O 2.54820 -1.32290 0.71950
C -1.57470 -0.77980 0.42620
O -2.57770 -1.27630 0.69800
C -0.00060 -0.86670 -1.59000
O -0.00080 -1.41630 -2.59830
C -2.13500 2.26850 1.44320
C -0.64900 2.53600 1.64560
O 0.17440 1.38000 1.54050
C 0.13460 0.63790 2.76350
C 1.35420 0.93620 3.62870
H -2.32510 1.85580 0.43390
H -2.69000 3.22600 1.54760
H -2.52880 1.56980 2.21060
H -0.29320 3.30640 0.93530
H -0.50080 3.03300 2.63550
H -0.78830 0.79320 3.36230
H 0.13180 -0.44740 2.53770
H 1.35580 2.00150 3.93300
H 1.31970 0.30560 4.54570
H 2.28640 0.70580 3.07260
*
```